DFT (ωB97M-V/def2-TZVPD) results for a cluster of 2 separate species, C3H6N4 in total in a non-equilibrium geometry.

Geometry (Å):
C -0.539 1.718 -0.455
C -0.524 0.446 0.323
C 1.296 -1.133 0.561
N -1.192 -0.881 -1.211
N 0.358 -0.214 0.906
N -2.206 -0.952 -0.692
N 2.330 -1.333 1.268
H -1.762 0.120 0.576
H 2.879 -2.115 0.921
H 0.973 -1.770 -0.278
H 0.319 1.752 -1.127
H -1.453 1.812 -1.037
H -0.480 2.550 0.245

**Highest occupied orbital energy**: -8.45 eV
**ΔE to the lowest compared entry with this formula, charge and spin**: 311.1 kJ/mol
**Multiplicity**: 1
**Lowest unoccupied orbital energy**: -0.065 eV
**SMILES**: [H]/N=C/N=C\C.N#N
**Energy**: -9165.6317 eV

Calculated atomic charges, method Löwdin, unit e: number 1, C, carries -0.07; number 2, C, carries -0.35; number 3, C, carries -0.36; number 4, N, carries 0.06; number 5, N, carries 0.09; number 6, N, carries 0.09; number 7, N, carries 0.05; number 8, H, carries 0.12; number 9, H, carries 0.03; number 10, H, carries 0.11; number 11, H, carries 0.08; number 12, H, carries 0.07; number 13, H, carries 0.09